C9H19N2 | ωB97M-V/def2-TZVPD

Structure (XYZ):
```
30
Properties=species:S:1:pos:R:3:forces:R:3:mulliken_charge:R:1
C -0.046006 -1.193458 0.396142 -0.0458 2.5043 -0.6221 -0.09
C 1.296091 -0.654483 -0.194776 0.8976 -0.6816 -0.2924 0.87
C -2.013192 0.269476 -0.131820 1.6466 0.6421 -1.3632 0.54
C -0.218769 -2.416014 1.156660 -0.7821 -0.5901 0.6257 -1.34
C 1.142573 -0.745351 -1.718751 4.7931 1.9032 -0.8132 -1.78
C -2.579521 1.437184 0.621422 -1.7122 -2.4136 1.2462 -1.07
C -2.518580 -0.138785 -1.520344 -1.3560 0.3586 1.0847 -0.97
C 2.411728 1.636280 -0.351155 0.1723 0.3296 2.2465 -1.12
C 1.373519 0.823048 1.685665 -1.1598 0.8565 1.9996 -1.01
N -0.983017 -0.349091 0.245162 -0.3028 -1.0227 0.4465 0.27
N 1.428479 0.726074 0.261723 0.1087 0.1740 -0.9064 0.11
H 2.219730 -1.311619 0.070738 -1.6408 0.7288 0.1326 0.29
H -0.208580 -3.275856 0.531399 1.2545 -0.8855 -0.7670 0.34
H -1.201257 -2.616764 1.565699 -0.4115 0.9861 0.3994 0.41
H 0.506186 -2.397860 1.956050 0.4048 -0.5657 0.0937 0.31
H 0.719366 0.104497 -2.175105 -1.3964 1.1029 -0.0170 0.50
H 0.771464 -1.605684 -2.164387 -0.7725 -1.8332 -0.3141 0.46
H 2.234556 -0.575924 -2.233733 -2.2122 -0.8576 1.4501 0.31
H -3.711112 1.159131 0.640318 1.6925 1.0151 0.0245 0.39
H -2.407486 2.348548 0.056245 -0.0173 0.1622 0.2793 0.30
H -2.217148 1.368202 1.691834 -0.2968 0.7347 -1.3588 0.32
H -1.810022 0.027426 -2.367885 -0.3920 -0.3972 1.0072 0.27
H -3.433209 0.496142 -1.683930 0.7215 -1.0097 -0.1885 0.35
H -2.780796 -1.211292 -1.290992 0.0122 0.9151 -1.2060 0.33
H 3.432241 1.230977 -0.422072 -0.0165 0.0364 0.5522 0.32
H 2.188577 1.918294 -1.332427 -0.8460 0.4254 -1.5167 0.37
H 2.364180 2.568662 0.316563 0.4373 -1.3054 -1.2408 0.44
H 0.293080 1.076880 2.097292 2.1590 0.0768 -0.7270 0.10
H 1.562678 -0.130758 2.110134 0.2176 -1.2665 0.6048 0.30
H 2.184241 1.432112 2.184317 -1.1568 -0.1229 -0.8599 0.49
```
Forces are in eV/Å.

As for the SMILES: CC(C)=[N+]=C(C)[C@@H](C)N(C)C. The calculation puts the energy above the lowest of the compared OMol25 structures with the same formula, charge and spin at 79.25 kcal per mole. As for the total energy: -12612.4107 eV. As for the highest occupied orbital energy: -12.056 eV. The charge is +1.